[1]
{
  "formula": "C51H107N5O14",
  "method": "ωB97M-V/def2-TZVPD",
  "elements": ["O", "O", "O", "O", "O", "O", "O", "O", "O", "O", "O", "O", "O", "O", "N", "N", "N", "N", "N", "C", "C", "C", "C", "C", "C", "C", "C", "C", "C", "C", "C", "C", "C", "C", "C", "C", "C", "C", "C", "C", "C", "C", "C", "C", "C", "C", "C", "C", "C", "C", "C", "C", "C", "C", "C", "C", "C", "C", "C", "C", "C", "C", "C", "C", "C", "C", "C", "C", "C", "C", "H", "H", "H", "H", "H", "H", "H", "H", "H", "H", "H", "H", "H", "H", "H", "H", "H", "H", "H", "H", "H", "H", "H", "H", "H", "H", "H", "H", "H", "H", "H", "H", "H", "H", "H", "H", "H", "H", "H", "H", "H", "H", "H", "H", "H", "H", "H", "H", "H", "H", "H", "H", "H", "H", "H", "H", "H", "H", "H", "H", "H", "H", "H", "H", "H", "H", "H", "H", "H", "H", "H", "H", "H", "H", "H", "H", "H", "H", "H", "H", "H", "H", "H", "H", "H", "H", "H", "H", "H", "H", "H", "H", "H", "H", "H", "H", "H", "H", "H", "H", "H", "H", "H", "H", "H", "H", "H"],
  "coordinates": [[1.60391, 5.50214, 9.68550], [3.90439, -4.94223, -7.70252], [1.39891, -7.11513, 4.08496], [0.10666, -8.30239, -3.72558], [-3.63667, -2.23064, 8.42273], [6.76594, -3.83000, -3.15304], [-3.87251, -2.68631, -4.62803], [2.77601, 1.51696, -9.03122], [0.71101, 1.54046, 2.22698], [-4.32605, -1.42191, 1.28364], [-4.73268, 4.87021, 5.32425], [-3.67803, 4.71178, -3.79926], [5.77142, 3.50607, -0.86549], [3.74650, 9.82920, 4.31436], [5.62649, 3.89197, -3.13123], [0.89122, 2.63684, -8.40104], [4.11901, 7.63716, 4.85257], [0.93216, 0.22196, 0.31227], [0.89948, 3.49427, 8.78097], [-5.72350, -1.73860, -5.72893], [0.45392, -1.05199, -0.27345], [7.21182, -5.00937, -2.51750], [-3.11963, -1.83009, 7.13272], [2.63337, -6.42899, 3.73929], [0.85538, -9.18043, -2.88830], [2.97398, -5.58710, -6.79369], [-3.62381, 4.68911, 4.42948], [1.80133, -4.61943, -6.60915], [1.37658, 1.22773, -0.61884], [-5.92671, 5.15147, 4.58760], [-3.16059, 6.83668, -3.01129], [-0.60975, -7.40065, -2.86106], [1.35776, -8.27157, -1.75923], [-4.83116, -2.71078, 1.54870], [3.46918, -3.55746, -7.83703], [-4.95042, -1.83357, 8.62904], [6.86903, -3.13962, -0.96839], [6.02582, 3.27061, -4.37752], [-6.69007, -1.35264, 1.05996], [4.96378, 7.92706, 6.13464], [-4.00407, 5.37370, 3.14336], [-4.60721, 6.62893, -2.99398], [-0.50300, 3.68279, 9.17332], [-5.42074, -0.42951, 1.18101], [-0.23714, 3.44296, -8.73341], [-5.28807, -0.93538, 7.44320], [1.21255, 2.50715, -6.94090], [6.00426, -3.04646, -2.18950], [4.50993, 4.82418, -3.11550], [-4.58492, -0.81858, -5.72231], [2.07607, -6.15915, 6.16424], [1.95799, -3.64463, -7.75489], [0.67770, 0.45145, 1.66371], [3.59827, 8.62344, 4.07924], [7.45933, -4.53418, -1.10085], [-4.99693, -3.00030, -5.45353], [-5.32578, 6.05090, 3.46243], [3.83201, 6.21681, 4.53394], [1.24676, -7.32084, 5.51163], [-3.76880, -1.26267, -4.45893], [-6.18141, -2.75336, 0.84709], [1.81086, 4.39294, 9.11335], [6.10095, 3.31079, -2.01457], [3.27377, -6.19880, 5.19411], [1.22951, 2.22772, 8.10320], [0.47112, -7.07068, -1.75280], [1.72311, 2.13144, -9.29134], [-2.73882, 5.74083, -3.95177], [-3.90640, -0.51440, 6.90875], [-4.99345, 5.26359, -3.59230], [5.00683, -3.48596, -2.18202], [0.89436, -5.22222, -6.65563], [-3.37142, -2.58260, 6.38544], [-5.07186, 7.37343, -3.64045], [6.42296, -5.75712, -2.43583], [-1.03049, 3.23904, -8.01431], [0.09045, -6.67391, -0.81165], [2.27828, 2.13366, 7.82155], [-3.50438, 0.21725, 7.60958], [-7.36479, -0.91814, 0.32235], [2.92158, 8.25570, 3.29243], [-6.39318, -1.59327, -4.88128], [6.91459, 2.60313, -2.23691], [-4.30343, -0.93157, -3.56862], [2.09777, 1.91969, -6.69721], [1.86125, -4.10303, -5.65112], [-3.87936, -0.23250, 5.85618], [4.55204, 7.53586, 7.06498], [-2.60056, 6.02621, -4.99464], [-3.28288, 6.02456, 2.64900], [0.23374, -1.85788, 0.42666], [5.81710, -2.01777, -2.49752], [1.20565, 3.47637, -6.44221], [2.70409, -6.51286, -7.30184], [2.37743, -7.93023, -1.93771], [-5.45656, 0.10083, 2.13262], [-0.79290, 4.67355, 9.52327], [6.32273, -3.12545, -0.02528], [-2.82908, -0.71039, -4.46217], [4.67912, 5.58042, 4.78990], [-4.14502, -3.51058, 1.27004], [-5.16612, 7.07310, 3.80554], [-5.67261, -2.64966, 8.65223], [3.67194, 6.14077, 3.45844], [1.67048, 2.09690, -0.03040], [-4.23078, 4.49934, 2.53327], [-2.73319, 5.18738, 4.81239], [-5.59370, 5.38908, -4.49345], [-0.03443, 4.51225, -8.79350], [2.41506, -6.26450, 7.19481], [2.24535, 0.72821, -1.04758], [-6.86864, -3.51259, 1.22042], [5.40359, 2.38164, -4.48071], [7.64140, -2.37096, -0.99495], [-2.65546, 6.66313, -2.06112], [-4.79173, -3.39140, -6.45004], [-1.09700, 3.44101, 8.29196], [3.38644, -5.84082, -5.81715], [-7.22105, -1.26719, 2.00804], [-1.72148, 5.42533, -3.72028], [1.58753, -3.99003, -8.72006], [0.48344, 1.90886, -6.39449], [4.55315, 5.31545, -2.14345], [0.69637, 2.27727, 7.15378], [1.24866, -8.72814, -0.77549], [7.04131, 2.87454, -4.37379], [2.41632, -5.45146, 3.30866], [-5.86404, -0.03919, 7.67381], [1.49022, 2.41425, -10.32960], [-5.11370, -1.21765, 9.51339], [-0.60051, 3.20567, -9.73328], [3.47928, 4.47299, -3.16563], [-0.40260, -0.73441, -0.86811], [-0.69523, 2.92012, 9.92796], [0.19882, -7.42976, 5.79098], [-6.30738, -1.71878, -6.64915], [3.89930, -2.92687, -7.05892], [-6.07016, -2.81412, -0.23552], [0.24273, -10.04085, -2.61914], [3.26359, -6.96678, 3.03098], [0.64391, 1.52908, -1.36749], [-1.53182, -7.79218, -2.43144], [8.01926, -5.55742, -3.00307], [-5.99129, 6.09890, 2.60051], [3.80378, -5.25681, 5.33500], [1.52506, -5.22385, 6.06573], [1.16558, -1.49428, -0.97060], [4.77751, 5.60191, -3.83078], [-5.23286, 0.23667, 0.33899], [1.00613, -6.20121, -2.13475], [1.73914, -9.61774, -3.35289], [-4.95038, -2.76003, 2.63104], [-5.79882, -1.49280, 6.65802], [2.83118, 4.10181, 8.81944], [6.99909, -5.17586, -0.34950], [0.33600, -0.42875, 2.22999], [-5.06962, 6.71521, -2.01070], [-5.63489, -3.63372, -4.83718], [-2.03461, -1.72627, 7.14012], [1.73013, -8.25199, 5.80729], [3.79209, -3.15170, -8.79578], [-2.82014, 7.78388, -3.42962], [-0.93214, -6.51034, -3.40100], [-5.00781, 0.16790, -5.53226], [5.94444, 7.45209, 6.10621], [0.89516, 1.38785, 8.71224], [-3.34780, 3.65807, 4.20841], [5.83164, 3.86534, -5.27009], [8.52250, -4.45097, -0.87533], [-3.82896, -0.77187, -6.50617], [2.98174, 5.90828, 5.14216], [1.51314, -2.67584, -7.52762], [3.97057, -6.99127, 5.46714], [-6.43433, 4.27560, 4.18356], [5.20106, 8.97567, 6.31410], [-5.58400, 4.72540, -2.85089], [-6.56984, 5.71341, 5.26487]],
  "gap_ev": 8.8,
  "e_tot_ev": -90728.1187,
  "relative_energy_kj_mol": 474.5
}

[2]
{
  "formula": "C7H13NO2",
  "method": "ωB97M-V/def2-TZVPD",
  "elements": ["O", "O", "N", "C", "C", "C", "C", "C", "C", "C", "H", "H", "H", "H", "H", "H", "H", "H", "H", "H", "H", "H", "H"],
  "coordinates": [[-0.76691, 2.70014, 0.63912], [-1.99658, 2.26147, 0.17179], [2.59793, 2.22587, 1.07279], [0.43337, 1.49274, -1.29035], [1.53896, 1.87077, 0.79969], [-0.30123, 0.10798, 0.81063], [0.59027, -1.62183, -1.08784], [0.30310, 1.38040, 0.23195], [-0.53496, 0.19011, 2.25489], [0.51487, -1.13950, 0.36076], [-0.03488, 0.61592, -1.74419], [-0.43708, -1.70931, -1.54825], [0.91895, -2.58552, -1.07523], [-1.34576, -0.24894, 2.80437], [1.54747, -0.89805, 0.67972], [-2.40533, 3.08501, 0.45357], [1.17115, -1.04176, -1.88331], [0.06208, 2.50962, -1.69145], [0.31324, -0.10165, 2.91698], [-0.03014, -1.92367, 0.98438], [-0.52118, 1.24371, 2.70613], [-1.35308, 0.11168, 0.27412], [1.53020, 1.53045, -1.49564]],
  "gap_ev": 10.2,
  "e_tot_ev": -13049.6129,
  "relative_energy_kj_mol": 609.4
}